Entry 1:
Formula: C19H20N4O4S
Source: OMol25
Level of theory: the ωB97M-V functional and the def2-TZVPD basis

Properties
Frontier orbital gap ... 8.372 eV
Relative energy (zero: lowest compared OMol25 entry of this formula, charge and spin) ... 37.87 kcal/mol
Structure (SMILES) ... COCCn1c(SCC(=O)Nc2ccc(C(C)=O)cc2)nnc1-c1ccco1
E ... -1654.1862 hartree

Geometry (Å):
C: 0.7450 -3.7777 -3.4892
H: 0.1629 -3.4588 -4.3611
O: -0.0780 -3.9062 -2.3511
C: -0.8670 -2.7864 -2.0706
C: -0.0638 -1.6133 -1.4727
N: -0.9318 -0.5115 -1.1739
C: -1.3689 0.4291 -2.0673
N: -2.1396 1.3028 -1.4786
N: -2.2376 0.9595 -0.1965
C: -1.5216 -0.1297 0.0001
C: -1.3652 -0.7301 1.2890
C: -1.9262 -0.3406 2.4807
C: -1.4174 -1.2191 3.4582
C: -0.5868 -2.0738 2.7992
O: -0.5467 -1.7905 1.4869
H: 0.0044 -2.9033 3.1335
H: -1.6289 -1.2065 4.5067
H: -2.6089 0.4713 2.6121
S: -0.8123 0.5047 -3.7242
C: 0.2484 2.0010 -3.5446
C: 1.1427 1.7145 -2.3539
O: 2.1133 0.9967 -2.4426
N: 0.6792 2.2578 -1.1911
C: 0.9738 1.8554 0.1149
C: 1.9373 0.8937 0.4116
C: 2.1042 0.4593 1.7112
C: 1.3242 0.9744 2.7446
C: 0.3815 1.9598 2.4386
C: 0.2080 2.3998 1.1472
H: -0.5444 3.1409 0.9223
H: -0.2168 2.3613 3.2418
C: 1.4174 0.5143 4.1502
O: 0.6331 0.8939 4.9923
C: 2.5280 -0.4517 4.4860
H: 2.5055 -0.6650 5.5516
H: 2.3947 -1.3795 3.9342
H: 3.4923 -0.0235 4.2223
H: 2.8456 -0.2993 1.9063
H: 2.5419 0.4813 -0.3789
H: -0.1290 2.8659 -1.2535
H: 0.8255 2.0522 -4.4652
H: -0.3940 2.8711 -3.4279
H: 0.4370 -1.9350 -0.5593
H: 0.6832 -1.2674 -2.1939
H: -1.6104 -3.1219 -1.3411
H: -1.3873 -2.4351 -2.9765
H: 1.5629 -3.0683 -3.3285
H: 1.1619 -4.7659 -3.6721

Cartesian forces (eV/Å) of the 6 atoms listed first:
0.050 -0.001 -0.021
0.013 -0.005 -0.005
0.048 -0.078 0.145
-0.074 0.238 0.208
0.471 -0.889 -0.267
-0.568 0.731 0.332


Entry 2:
Formula: C19H20O4S3
Source: OMol25
Level of theory: the ωB97M-V functional and the def2-TZVPD basis

Properties
Frontier orbital gap ... 4.852 eV
E ... -2231.3910 hartree

Geometry (Å):
C: 2.9207 -3.9342 1.9069
C: 2.7501 -2.8182 0.9162
O: 1.6439 -1.9949 1.3481
C: 1.1559 -1.2512 0.3131
C: 0.1119 -0.3545 0.7457
S: -1.3717 -0.2174 -0.0627
C: -2.7495 -1.2110 0.5865
C: -3.4646 -2.0068 -0.3207
C: -4.6583 -2.6170 0.0805
C: -5.1423 -2.4419 1.3811
C: -4.4338 -1.6301 2.2745
C: -3.2561 -0.9856 1.8741
O: -1.8373 1.1417 0.1595
O: -1.2218 -0.7357 -1.4071
O: 1.6402 -1.3483 -0.8205
H: 3.8305 -4.4788 1.6594
H: 3.0055 -3.5535 2.9266
H: 2.0906 -4.6455 1.8533
H: 3.6544 -2.1943 0.8775
H: 2.5592 -3.2195 -0.0844
H: 0.1639 0.0620 1.7480
H: -3.0955 -2.1276 -1.3405
H: -5.2116 -3.2212 -0.6390
H: -6.0756 -2.9224 1.6896
H: -4.8135 -1.4795 3.2853
H: -2.7391 -0.3066 2.5555
C: 1.5684 3.7387 1.8699
C: 0.3367 3.8772 1.2178
C: 0.0940 3.1706 0.0534
C: 1.0595 2.2706 -0.4421
C: 0.7717 1.4912 -1.6160
S: 1.9922 0.6684 -2.5100
C: 1.8611 1.6225 -4.0550
C: 0.4449 2.1595 -4.2043
S: -0.5187 1.9529 -2.6727
C: 2.2792 2.1077 0.2443
C: 2.5350 2.8493 1.3884
H: 1.7886 4.3552 2.7411
H: -0.4208 4.5709 1.5854
H: -0.8334 3.3198 -0.4931
H: 2.6008 2.4292 -4.0268
H: 2.1220 0.9331 -4.8678
H: 0.4314 3.2210 -4.4813
H: -0.0953 1.5899 -4.9694
H: 3.0209 1.4102 -0.1504
H: 3.5057 2.7537 1.8821

Cartesian forces (eV/Å) of the 6 atoms listed first:
-0.041 -0.234 0.181
0.165 -0.068 0.273
0.556 -0.152 -0.898
-0.105 0.079 -0.562
-0.664 -0.134 -0.367
0.647 -0.487 0.343


Entry 3:
Formula: C19H21BF8O14PS
Source: OMol25
Level of theory: the ωB97M-V functional and the def2-TZVPD basis

Properties
Frontier orbital gap ... 4.376 eV
Net charge ... -1
E ... -3353.3481 hartree

Geometry (Å):
C: 0.2453 -0.3397 1.5442
C: 1.2004 -0.4070 2.7329
O: 1.0034 -1.5943 3.4965
B: 1.8367 -2.6705 3.3205
O: 2.5008 -2.7663 2.1161
P: 2.2057 -4.0937 4.6739
F: 2.5660 -5.4318 5.6383
C: 0.7777 -3.6524 5.8424
O: 0.9212 -2.3042 6.2626
O: -0.2861 -1.5892 5.9762
C: 3.5663 -3.0636 5.6309
F: 3.4969 -1.7277 5.3200
F: 3.4593 -3.1531 6.9809
C: 5.0456 -3.3924 5.3070
F: 5.2759 -3.1609 3.9903
F: 5.8354 -2.5402 6.0049
C: 5.6021 -4.8095 5.6232
F: 5.2016 -5.7201 4.7349
F: 5.2619 -5.2061 6.8472
F: 6.9510 -4.7642 5.5632
S: 0.6881 -5.3968 3.4669
C: 1.6078 -6.2070 2.1371
O: 0.0609 -6.4751 4.2313
O: -0.2200 -4.4528 2.7940
H: 0.6942 0.2131 0.7181
H: 0.0571 -1.3625 1.2077
H: -0.7091 0.1105 1.8240
H: 1.0357 0.4255 3.4220
H: 2.2360 -0.3465 2.3940
H: 3.2877 -3.3175 2.1975
H: 3.2327 -4.6264 3.8036
H: 0.7088 -4.3145 6.7079
H: -0.1418 -3.7587 5.2621
H: -0.1123 -1.4006 5.0338
H: 2.6675 -5.9648 2.2013
H: 1.4453 -7.2778 2.2429
H: 1.1941 -5.8384 1.1998
C: -2.6948 1.6845 -3.1624
C: -1.7010 1.1888 -2.4059
C: -0.5583 2.0531 -1.8996
O: 0.2785 1.4810 -1.2266
C: -0.5401 3.4559 -2.2402
C: -1.5353 3.9516 -2.9924
C: -2.6764 3.0855 -3.4977
O: -3.5226 3.6474 -4.1763
O: -1.6157 5.2147 -3.3648
O: -1.6182 -0.0710 -2.0307
H: -3.5105 1.0761 -3.5264
H: 0.2771 4.0636 -1.8787
H: -2.4094 5.3174 -3.9297
H: -0.8174 -0.1468 -1.4699
C: -3.8237 4.9627 -7.1152
C: -4.5682 4.8700 -8.2279
C: -4.9088 6.0728 -9.0883
O: -5.5819 5.8530 -10.0800
C: -4.4289 7.3757 -8.6890
C: -3.6860 7.4694 -7.5769
C: -3.3329 6.2609 -6.7288
O: -2.6342 6.4893 -5.7528
O: -3.1874 8.6019 -7.1106
O: -5.0762 3.7393 -8.6864
H: -3.5931 4.1127 -6.4891
H: -4.6825 8.2308 -9.2990
H: -2.6897 8.3625 -6.3017
H: -5.5621 3.9743 -9.5030

Cartesian forces (eV/Å) of the 6 atoms listed first:
0.125 -0.272 0.092
-0.109 0.150 -0.163
0.113 0.040 0.195
-0.181 -0.171 -0.061
0.356 0.371 0.143
0.134 0.406 0.149


Entry 4:
Formula: C19H21BN5Zn
Source: OMol25
Level of theory: the ωB97M-V functional and the def2-TZVPD basis

Properties
Frontier orbital gap ... 8.544 eV
Net charge ... +1
E ... -2814.4178 hartree

Geometry (Å):
Zn: -0.1205 -0.5253 -0.4177
C: 0.4824 2.0158 1.1198
N: -0.0447 1.7732 -0.2170
C: -1.4054 2.3001 -0.2965
C: -2.3275 1.2794 -0.9656
C: -3.5529 1.6620 -1.4492
C: -4.3582 0.7475 -2.0945
C: -3.9648 -0.5817 -2.1558
C: -2.8104 -0.9145 -1.5442
N: -1.9685 0.0015 -1.0528
C: 0.8651 2.1393 -1.3376
C: 2.1028 1.2674 -1.2963
C: 3.3340 1.7034 -1.6554
C: 4.3756 0.8080 -1.7280
C: 4.1733 -0.5355 -1.4596
C: 2.8759 -0.9721 -1.1737
N: 1.8968 -0.0750 -1.0535
C: 0.0855 0.9491 2.1244
C: 0.1943 1.2466 3.4347
C: 0.0202 0.2167 4.3872
C: -0.3607 -1.0422 3.9590
C: -0.3965 -1.2447 2.5942
N: -0.2044 -0.2933 1.6727
H: 0.1552 3.0109 1.4947
H: 1.5705 1.9634 1.2148
H: -1.4646 3.2839 -0.7576
H: -1.7744 2.4887 0.7471
H: -3.9005 2.7034 -1.3843
H: -5.2858 0.9684 -2.5759
H: -4.5827 -1.3602 -2.5503
H: -2.5481 -1.9107 -1.4187
H: 1.0984 3.1423 -1.2890
H: 0.3247 1.9938 -2.2898
H: 3.4996 2.7645 -1.8286
H: 5.4003 1.0736 -1.9019
H: 5.0296 -1.1905 -1.4706
H: 2.7059 -2.0156 -0.9131
H: 0.4675 2.2458 3.7990
H: 0.1526 0.4038 5.4826
H: -0.6107 -1.8478 4.6064
H: -0.5413 -2.2694 2.1165
B: 0.3548 -5.0774 0.0248
C: -0.0235 -3.6486 -0.4256
N: -0.1440 -2.5286 -0.6068
H: -0.3231 -5.9426 -0.5417
H: 1.5226 -5.2300 -0.1784
H: 0.0254 -4.9464 1.2517

Cartesian forces (eV/Å) of the 6 atoms listed first:
0.525 -0.616 0.391
0.028 0.216 0.654
0.423 -0.069 0.001
-0.329 -0.787 0.561
-0.061 0.351 -0.122
-1.123 1.286 -0.511


Entry 5:
Formula: C19H21BNOPt
Source: OMol25
Level of theory: the ωB97M-V functional and the def2-TZVPD basis

Properties
Frontier orbital gap (alpha / beta) ... 4.681 / 4.361 eV
Relative energy (zero: lowest compared OMol25 entry of this formula, charge and spin) ... 214.19 kcal/mol
Multiplicity ... 3
Net charge ... -1
E ... -1010.2584 hartree

Geometry (Å):
C: 0.4427 -1.6712 3.3434
C: -0.9447 -1.9087 2.8308
C: -0.8171 -2.2144 1.4766
H: -1.8237 -1.7451 3.4356
C: 0.5879 -2.1968 1.1175
C: 1.3644 -1.8358 2.2442
H: 2.4299 -1.7660 2.3389
H: 0.7520 -1.4969 4.3873
H: -1.6360 -2.4468 0.8234
H: 0.9720 -2.4212 0.1396
C: -0.9922 2.1411 1.9883
C: -0.7011 1.8146 3.3206
C: 0.8136 1.5213 3.3870
H: -1.3766 1.4893 4.1115
C: 1.3265 1.8667 2.0620
C: 0.2292 2.2604 1.2571
H: 0.2889 2.6047 0.2408
H: -1.9874 2.3597 1.6645
H: 1.4393 1.2319 4.2234
H: 2.3778 1.8871 1.8371
Pt: -0.0043 -0.0292 1.7573
O: -0.2982 -0.1326 -2.2149
C: -1.4497 -0.9121 -2.6992
C: -0.0986 -0.9149 -3.4645
H: -1.6862 -1.7931 -2.1051
H: -2.2551 -0.3325 -3.1486
H: 0.5106 -1.8141 -3.3181
H: 0.8050 -1.9213 -5.7490
C: 0.5468 -0.8690 -5.8522
C: 0.0533 -0.1965 -4.7066
C: -0.2746 1.1744 -4.8197
H: -0.6234 1.7082 -3.9381
C: -0.1181 1.8323 -6.0360
H: -0.3658 2.8884 -6.1086
C: 0.3582 1.1496 -7.1591
H: 0.4782 1.6672 -8.1073
C: 0.6894 -0.2071 -7.0528
H: 1.0671 -0.7445 -7.9174
B: -0.0043 0.0054 6.5225
C: -0.0462 -0.0399 5.0976
N: -0.0284 0.0051 3.8091
H: -0.9783 0.5840 6.9932
H: 0.9943 0.5559 6.9930
H: -0.0169 -1.1375 6.9947

Cartesian forces (eV/Å) of the 6 atoms listed first:
0.470 -3.656 0.611
1.866 -1.112 0.818
0.446 0.068 -0.362
-0.002 -0.133 -0.196
-0.386 0.538 -0.252
-1.289 -0.960 1.012


no.,largest force on an atom (eV/Å)
1,1.4
2,2.7
3,0.5
4,3.0
5,12.8